No. 1
Density functional theory data (ωB97M-V/def2-TZVPD) for a molecular structure, C5H13AlO8S2 in a non-equilibrium geometry.

Each line ends with the Mulliken charge.
Element x y z (Å)
S1 -3.09397 -4.49414 -1.13886  1.073
S2 1.33026 1.79117 -0.12355  1.331
Al1 2.44562 0.41253 -3.67158  1.059
O1 1.01552 3.10693 0.73256  -0.170
O2 -2.06247 -3.26193 -1.19477  -0.242
O3 -4.20488 -4.24149 -0.31460  -0.447
O4 2.02254 2.19244 -1.30125  -0.645
O5 -3.21649 -5.10681 -2.38409  -0.452
O6 -2.09553 -5.43977 -0.22705  -0.286
O7 1.33343 -0.44036 -1.25157  -0.397
O8 0.11203 1.00733 -0.26943  -0.447
C1 0.51831 4.25713 0.01927  -0.228
C2 2.45589 1.00739 1.00809  -0.912
C3 0.12688 5.25441 1.11950  -1.204
C4 -1.35258 -4.61957 0.61842  -0.310
C5 -1.13887 -3.29161 -0.11750  -0.086
H1 -1.39803 -2.44069 0.52233  0.290
H2 -2.00476 -4.39854 1.48803  0.318
H3 0.83146 -0.90586 -0.55589  0.362
H4 -0.12647 6.23282 0.71645  0.391
H5 -0.70126 4.81697 1.66844  0.331
H6 -0.43587 4.01367 -0.46752  0.333
H7 -0.39984 -5.00352 0.98054  0.346
H8 2.69298 0.02761 0.61569  0.396
H9 0.98824 5.42503 1.76532  0.340
H10 1.20743 4.62136 -0.74076  0.361
H11 3.30212 1.68922 1.06080  0.371
H12 -0.12549 -3.18725 -0.54113  0.134
H13 1.97380 0.97553 1.98410  0.391

- highest occupied orbital energy (eV) = -16.2
- total charge = +2
- orbital gap (eV) = 2.6010
- 2S+1 = 1

***

No. 2
Density functional theory data (ωB97M-V/def2-TZVPD) for a molecular structure, C5H13AsBrO2.

Each line ends with the Mulliken charge.
Element x y z (Å)
Br1 -2.87094 -3.81762 0.47433  -0.442
As1 -1.84393 0.94066 -0.25666  -0.437
O1 0.04622 0.83125 -0.69892  -0.626
O2 -2.20386 -2.16385 -1.68321  -0.389
C1 -1.73534 -1.06546 0.42298  -0.803
C2 0.94653 1.10041 0.31832  -0.315
C3 -2.14330 -2.09812 -0.52285  0.468
C4 2.38263 0.96379 -0.19393  -0.430
C5 2.95062 -0.43791 0.01092  -1.166
H1 3.03444 1.70634 0.28382  0.296
H2 2.28054 -1.17346 -0.44587  0.272
H3 -0.70501 -1.29351 0.71614  0.255
H4 0.79387 2.11197 0.74367  0.238
H5 -1.43166 1.26579 1.22912  0.107
H6 3.03762 -0.68018 1.07512  0.305
H7 0.80369 0.39908 1.16866  0.269
H8 -3.37714 0.95791 0.09088  0.131
H9 2.35804 1.19584 -1.26304  0.251
H10 -1.85347 2.47329 -0.63823  0.122
H11 3.94187 -0.55935 -0.43762  0.368
H12 -2.35322 -1.13539 1.32040  0.470
H13 -2.05821 0.47851 -1.71402  0.054

- relative energy (zero: lowest compared OMol25 entry of this formula, charge and spin) (kJ/mol) = 58.70
- highest occupied orbital energy (eV) = -4.2
- total charge = -1
- orbital gap (eV) = 7.4858
- 2S+1 = 1

***

No. 3
Density functional theory data (ωB97M-V/def2-TZVPD) for a gas-phase ion, C5H13BN (charge +1) in a non-equilibrium geometry.

Each line ends with the Mulliken charge.
Element x y z (Å)
N1 -1.19523 0.00893 0.29430  0.058
C1 1.26510 1.43031 0.35925  -0.498
C2 2.85400 -0.65150 -0.08532  -0.994
C3 -0.01464 -0.84174 -0.15564  -0.841
C4 -1.07138 1.38636 -0.07757  -0.704
C5 -2.51891 -0.55155 -0.09006  -0.692
B1 1.39211 -0.00217 0.01250  0.122
H1 3.43167 -0.31246 0.73432  0.373
H2 2.81449 -1.73591 -0.21756  0.330
H3 -2.69016 -0.48984 -1.25535  0.310
H4 -1.63611 2.28562 0.46568  0.287
H5 1.71587 2.32705 -0.13377  0.338
H6 0.03209 -1.71607 0.53604  0.440
H7 -0.97610 1.62082 -1.16994  0.338
H8 -0.04683 -1.29379 -1.13954  0.390
H9 -2.57371 -1.69706 0.19348  0.298
H10 1.15131 1.77226 1.43767  0.320
H11 -3.32715 0.10792 0.49411  0.323
H12 -0.89474 0.00033 1.34674  0.457
H13 3.56499 -0.28882 -0.89168  0.343

- relative energy (zero: lowest compared OMol25 entry of this formula, charge and spin) (kJ/mol) = 306.02
- highest occupied orbital energy (eV) = -13.2
- total charge = +1
- orbital gap (eV) = 9.1435
- 2S+1 = 1

***

No. 4
Density functional theory data (ωB97M-V/def2-TZVPD) for 2 unconnected molecules or ions with the total composition C5H13BrN in a non-equilibrium geometry.

Each line ends with the Mulliken charge.
Element x y z (Å)
Br1 0.88540 1.32830 2.10154  -0.153
N1 0.66149 -0.90464 -0.16082  0.353
C1 1.65529 -0.70336 -1.23897  -1.104
C2 -0.29599 1.88598 0.69809  -0.009
C3 0.25307 -2.35367 -0.09673  -0.849
C4 -1.71577 2.16507 1.15569  -1.071
C5 -0.44830 0.07491 -0.45014  -0.838
H1 1.44595 -1.31430 -2.18763  0.334
H2 -2.38364 2.06486 0.23300  0.275
H3 -0.35444 0.31252 -1.54557  0.370
H4 -2.00990 1.47808 2.05148  0.309
H5 1.07868 -3.09151 0.22515  0.339
H6 -0.73498 -2.46658 0.38699  0.338
H7 -0.02420 -2.62353 -1.13979  0.378
H8 0.13884 2.70835 0.15993  0.457
H9 -1.39377 -0.35002 -0.15085  0.387
H10 0.99444 -0.59003 0.74671  0.165
H11 -2.00870 3.07763 1.60603  0.399
H12 2.60218 -0.95844 -0.81327  0.395
H13 1.65433 0.26039 -1.58084  0.526

- relative energy (zero: lowest compared OMol25 entry of this formula, charge and spin) (kJ/mol) = 322.99
- highest occupied orbital energy (eV) = -14.0
- total charge = +1
- orbital gap (eV) = 10.7617
- 2S+1 = 1

***

| no. | electronic energy (eV) |
| --- | --- |
| 1 | -50017.042 |
| 2 | -140369.733 |
| 3 | -7551.734 |
| 4 | -76919.055 |